Record 1
The following is a DFT calculation (ωB97M-V/def2-TZVPD) of C11H9Br2N7O3RuS2Se4 as an isolated structure.

The geometry in ORCA input format:
```
! wB97M-V def2-TZVPD RIJCOSX def2/J DEFGRID3
* xyz -1 2
Ru -0.594 -0.728 -0.570
Se -3.206 -3.759 -0.237
Se -3.849 -4.959 1.485
Se -2.297 -2.047 3.002
Se -2.542 -1.614 0.753
Br 4.317 -0.122 3.906
C 2.955 -0.412 2.625
C 1.952 -1.327 2.871
C 0.969 -1.487 1.911
N 0.954 -0.788 0.772
C 1.961 0.070 0.523
C 2.978 0.293 1.438
C 1.922 0.689 -0.818
C 2.918 1.528 -1.297
C 2.831 1.965 -2.604
Br 4.164 3.117 -3.291
C 1.789 1.549 -3.408
C 0.828 0.719 -2.856
N 0.881 0.317 -1.582
H 1.906 -1.897 3.787
H 0.136 -2.160 2.075
H 3.773 0.994 1.235
H 3.747 1.828 -0.676
H 1.712 1.852 -4.442
H -0.003 0.341 -3.442
O -2.086 -0.606 -2.071
S -1.723 -1.715 -3.056
O -2.843 -2.582 -3.323
O -1.108 -1.142 -4.247
S -0.301 -2.646 -1.864
N -3.254 1.507 3.036
N -2.572 1.664 1.847
N -3.129 2.189 0.765
C -2.227 1.903 -0.151
N -1.177 1.229 0.365
N -1.421 1.108 1.652
H -3.141 2.336 3.606
H -2.888 0.658 3.475
H -2.331 2.135 -1.196
*
```

Total energy   -453852.0902 eV
Energy relative to the best compared isomer or geometry (same formula, charge and spin)   0.069 eV
Max |F|   0.56 eV/Å

Atom charges from the natural (NBO) analysis, given in e for atoms 1 to 5:
1 Ru 0.2884
2 Se 0.1771
3 Se -0.2104
4 Se -0.6149
5 Se 0.0686

=====

Record 2
The following is a DFT calculation (ωB97M-V/def2-TZVPD) of a 3-piece molecular cluster, C14H28FN4 overall in a non-equilibrium geometry.

The geometry in ORCA input format:
```
! wB97M-V def2-TZVPD RIJCOSX def2/J DEFGRID3
* xyz 1 1
C 2.493 0.603 1.659
C 1.465 -0.484 0.911
F 2.073 -0.757 -0.414
C 0.004 0.296 0.833
C -0.187 1.151 -0.582
N -1.308 2.164 -0.454
C -2.392 1.712 0.508
C -2.525 0.087 0.683
N -1.193 -0.627 0.925
H 2.195 0.637 2.796
H 3.622 0.339 1.476
H 2.187 1.660 1.197
H 1.379 -1.481 1.550
H -0.022 1.001 1.794
H 0.835 1.678 -0.818
H -0.493 0.433 -1.479
H -0.841 3.018 -0.037
H -2.102 2.179 1.567
H -3.453 2.168 0.253
H -3.013 -0.425 -0.261
H -3.201 -0.097 1.650
H -1.144 -1.434 0.240
H -1.195 -1.057 1.886
C -3.264 -4.497 1.686
C -2.310 -5.621 2.076
C -1.516 -5.314 3.347
C -0.675 -4.065 3.139
N 0.023 -3.030 2.966
H -2.727 -3.571 1.459
H -3.829 -4.772 0.790
H -3.979 -4.293 2.491
H -1.620 -5.806 1.243
H -2.886 -6.540 2.226
H -0.858 -6.154 3.592
H -2.193 -5.156 4.194
C 3.768 4.561 -4.339
C 2.932 3.285 -4.324
C 1.620 3.443 -3.554
C 1.914 3.801 -2.106
N 2.159 4.099 -0.905
H 4.075 4.855 -3.330
H 4.681 4.410 -4.924
H 3.210 5.391 -4.786
H 3.528 2.476 -3.883
H 2.709 2.995 -5.357
H 1.052 2.507 -3.584
H 1.003 4.230 -4.001
*
```

Total energy   -23639.4157 eV
Max |F|   9.90 eV/Å

Atom charges from the natural (NBO) analysis, given in e for atoms 1 to 5:
1 C -0.6563
2 C 0.1767
3 F -0.3807
4 C -0.1153
5 C -0.2612

=====

Record 3
The following is a DFT calculation (ωB97M-V/def2-TZVPD) of C33H64O10Si2 as an isolated structure in a non-equilibrium geometry.

The geometry in ORCA input format:
```
! wB97M-V def2-TZVPD RIJCOSX def2/J DEFGRID3
* xyz 0 1
C -5.651 2.913 1.409
C -5.320 1.735 2.210
Si -4.572 0.138 1.480
C -5.208 -1.484 2.287
C -6.560 -1.321 3.152
C -7.840 -2.097 2.562
C -5.162 0.067 -0.370
C -4.274 -0.960 -1.253
O -5.106 -1.923 -1.955
C -4.935 -3.245 -1.457
O -5.983 -3.878 -1.125
C -3.548 -4.028 -1.324
C -3.121 -4.038 0.255
O -2.836 0.081 1.427
Si -2.094 1.642 1.465
C -1.934 2.473 -0.276
O -0.896 1.865 -1.097
C 0.255 2.692 -1.219
C 1.068 3.315 -0.060
C 2.357 4.182 -0.310
C 3.219 4.813 0.889
C 2.891 4.456 -1.756
C 2.050 3.853 -2.928
C 0.760 2.992 -2.683
C -0.105 2.371 -3.907
C -1.512 3.202 -3.969
C 0.596 2.590 -5.341
H -6.716 3.168 1.096
H -4.732 3.531 1.070
H -5.549 1.727 3.346
H -5.441 -2.279 1.476
H -4.415 -1.964 2.963
H -6.343 -1.791 4.189
H -6.874 -0.245 3.361
H -8.250 -2.857 3.332
H -8.702 -1.341 2.411
H -7.666 -2.638 1.573
H -6.222 -0.382 -0.330
H -5.120 1.116 -0.818
H -3.414 -1.413 -0.654
H -3.776 -0.309 -2.073
H -3.664 -5.101 -1.700
H -2.755 -3.433 -1.889
H -2.520 -3.097 0.503
H -4.074 -4.139 0.897
H -2.494 -4.984 0.421
H -2.674 2.588 2.415
H -0.698 1.422 1.917
H -2.938 2.303 -0.824
H -1.812 3.624 -0.209
H 0.740 3.156 1.019
H 4.333 4.607 0.654
H 2.988 4.326 1.896
H 3.117 5.949 0.951
H 3.843 5.065 -1.943
H 2.406 4.071 -3.991
H -0.315 1.253 -3.749
H -1.321 4.061 -4.717
H -2.368 2.575 -4.408
H -1.781 3.691 -2.973
H 1.453 1.842 -5.495
H -0.209 2.357 -6.142
H 0.914 3.671 -5.534
C -1.297 -4.835 -4.344
O -1.223 -6.165 -3.864
C -1.733 -7.117 -4.794
C -0.918 -8.407 -4.755
O 0.368 -8.306 -5.369
C 1.348 -7.522 -4.685
C 1.833 -8.133 -3.373
O 0.851 -7.966 -2.354
C 0.825 -9.039 -1.432
H -2.341 -4.508 -4.393
H -0.753 -4.194 -3.649
H -0.825 -4.750 -5.328
H -1.720 -6.716 -5.815
H -2.768 -7.331 -4.508
H -1.460 -9.158 -5.338
H -0.838 -8.807 -3.744
H 1.002 -6.497 -4.549
H 2.204 -7.473 -5.364
H 2.739 -7.612 -3.041
H 2.064 -9.191 -3.530
H 0.752 -10.001 -1.949
H -0.055 -8.923 -0.799
H 1.719 -9.019 -0.800
C 8.094 7.833 4.541
O 7.427 6.815 5.265
C 6.014 6.990 5.288
C 5.297 5.644 5.215
O 5.328 5.034 3.923
C 6.589 4.526 3.483
C 7.079 3.308 4.261
O 7.575 3.700 5.537
C 7.347 2.729 6.541
H 8.033 8.784 5.079
H 9.141 7.545 4.441
H 7.671 7.938 3.536
H 5.681 7.619 4.453
H 5.761 7.486 6.231
H 4.238 5.822 5.427
H 5.648 4.954 5.982
H 7.340 5.317 3.457
H 6.429 4.216 2.446
H 7.908 2.839 3.719
H 6.260 2.588 4.359
H 6.296 2.423 6.561
H 7.593 3.171 7.506
H 7.989 1.858 6.378
*
```

Total energy   -71477.0708 eV
Energy relative to the best compared isomer or geometry (same formula, charge and spin)   8.130 eV
Max |F|   4.94 eV/Å

Atom charges from the Mulliken analysis, given in e for atoms 1 to 5:
1 C -0.5882
2 C -0.2582
3 Si 0.3255
4 C -0.1647
5 C -0.3609

=====

Record 4
The following is a DFT calculation (ωB97M-V/def2-TZVPD) of a 3-piece molecular cluster, C3H11NO4 overall in a non-equilibrium geometry.

The geometry in ORCA input format:
```
! wB97M-V def2-TZVPD RIJCOSX def2/J DEFGRID3
* xyz 0 1
N 1.558 0.874 0.968
C 0.472 0.588 0.211
O 0.438 0.760 -0.995
C -0.662 -0.112 0.926
C -1.430 0.692 1.947
O -2.806 0.928 1.610
H 2.321 1.400 0.595
H 1.612 0.483 1.888
H -1.282 -0.526 0.144
H -0.306 -1.095 1.273
H -1.353 0.454 3.006
H -1.094 1.730 1.892
H -3.288 0.111 1.449
O 2.490 -0.642 -2.451
H 1.864 -0.875 -1.757
H 2.113 0.206 -2.713
O -0.337 -2.432 -1.541
H -0.769 -1.582 -1.442
H -0.214 -2.598 -2.467
*
```

Total energy   -12969.4241 eV
Energy relative to the best compared isomer or geometry (same formula, charge and spin)   1.636 eV
Max |F|   2.21 eV/Å

Atom charges from the natural (NBO) analysis, given in e for atoms 1 to 5:
1 N -0.8157
2 C 0.6882
3 O -0.6416
4 C -0.5557
5 C -0.0753

=====

Record 5
The following is a DFT calculation (ωB97M-V/def2-TZVPD) of C17H26ClNOW as an isolated structure in a non-equilibrium geometry.

The geometry in ORCA input format:
```
! wB97M-V def2-TZVPD RIJCOSX def2/J DEFGRID3
* xyz 2 3
C -0.012 0.248 -5.571
C 1.363 0.740 -5.417
C -0.259 -1.174 -5.836
C -1.141 1.182 -5.475
Cl -0.294 -0.377 -2.159
H -0.274 -1.378 -6.919
H -1.225 -1.505 -5.430
H 0.518 -1.814 -5.394
H 1.792 1.041 -6.388
H 2.027 -0.026 -4.989
H 1.412 1.617 -4.756
H -1.399 1.599 -6.464
H -0.916 2.032 -4.814
H -2.046 0.695 -5.081
C 0.995 -1.670 1.693
C 0.683 -2.812 0.870
C 1.264 -2.607 -0.423
H 0.224 -3.731 1.204
C 1.907 -1.324 -0.417
C 1.715 -0.726 0.878
H 2.123 0.215 1.247
H 0.834 -1.560 2.761
H 1.279 -3.333 -1.232
H 2.498 -0.903 -1.221
C -1.962 0.511 1.066
C -1.882 -0.675 1.872
C -2.316 -1.788 1.074
H -1.683 -0.673 2.938
C -2.681 -1.285 -0.226
C -2.482 0.145 -0.216
H -2.732 0.828 -1.018
H -1.731 1.514 1.411
H -2.482 -2.797 1.426
H -3.138 -1.858 -1.025
W -0.445 -0.995 0.035
C 2.149 1.362 5.066
N 0.828 1.955 5.019
C 0.173 2.328 6.268
C 0.142 2.007 3.854
O 0.567 1.598 2.770
H 2.560 1.574 6.056
H 2.798 1.783 4.290
H 2.107 0.273 4.925
H -0.279 3.328 6.170
H -0.634 1.616 6.513
H 0.910 2.330 7.081
H -0.852 2.489 3.982
*
```

Total energy   -35920.7053 eV
Energy relative to the best compared isomer or geometry (same formula, charge and spin)   0.000 eV
Max |F|   1.86 eV/Å

Atom charges from the natural (NBO) analysis, given in e for atoms 1 to 5:
1 C 0.6650
2 C -0.7740
3 C -0.7729
4 C -0.7744
5 Cl -0.3649

=====

Record 6
The following is a DFT calculation (ωB97M-V/def2-TZVPD) of a 2-piece molecular cluster, C24H27N9O2 overall in a non-equilibrium geometry.

The geometry in ORCA input format:
```
! wB97M-V def2-TZVPD RIJCOSX def2/J DEFGRID3
* xyz 0 1
N 1.099 -4.114 0.912
C 0.107 -3.247 0.787
N -0.516 -3.292 -0.362
C -1.501 -2.432 -0.459
N -2.109 -2.502 -1.668
C -1.942 -1.588 0.550
N -3.008 -0.758 0.417
C -3.296 0.018 1.489
C -4.434 0.971 1.332
C -5.095 1.581 2.420
C -6.149 2.478 2.215
C -6.591 2.762 0.923
C -5.976 2.149 -0.167
C -4.910 1.269 0.037
C -2.481 -0.105 2.672
N -2.528 0.643 3.817
N -1.457 -0.942 2.801
C -1.184 -1.691 1.727
N -0.165 -2.533 1.845
H 0.988 -4.885 0.272
H 1.282 -4.308 1.886
H -1.934 -3.385 -2.128
H -3.051 -2.123 -1.656
H -4.838 1.351 3.448
H -6.642 2.939 3.066
H -7.418 3.449 0.767
H -6.319 2.361 -1.175
H -4.450 0.818 -0.838
H -2.720 1.627 3.670
H -1.732 0.410 4.406
C 3.399 2.198 -2.319
N 3.804 2.144 -0.915
C 3.942 1.065 -0.137
O 4.247 1.225 1.039
C 3.677 -0.352 -0.690
C 2.324 -0.889 -0.207
C 1.149 0.025 -0.493
C 0.722 0.952 0.477
C -0.360 1.809 0.207
C -1.020 1.738 -1.032
C -0.597 0.812 -2.001
C 0.485 -0.045 -1.732
N 4.720 -1.304 -0.289
C 5.870 -1.552 -0.911
C 6.181 -0.860 -2.223
O 6.671 -2.347 -0.446
H 4.083 1.613 -2.936
H 2.384 1.814 -2.431
H 3.416 3.234 -2.663
H 3.975 3.018 -0.442
H 3.632 -0.306 -1.775
H 2.144 -1.851 -0.688
H 2.376 -1.063 0.870
H 1.226 1.003 1.433
H -0.686 2.518 0.954
H -1.860 2.388 -1.234
H -1.116 0.745 -2.947
H 0.794 -0.771 -2.471
H 4.600 -1.771 0.596
H 6.162 0.218 -2.080
H 5.453 -1.162 -2.973
H 7.177 -1.163 -2.546
*
```

Total energy   -42834.9060 eV
Max |F|   3.01 eV/Å

Atom charges from the natural (NBO) analysis, given in e for atoms 1 to 5:
1 N -0.7751
2 C 0.5738
3 N -0.5749
4 C 0.4743
5 N -0.7734

=====

Record 7
The following is a DFT calculation (ωB97M-V/def2-TZVPD) of a 8-piece molecular cluster, C30H50O24 overall in a non-equilibrium geometry.

The geometry in ORCA input format:
```
! wB97M-V def2-TZVPD RIJCOSX def2/J DEFGRID3
* xyz 0 1
C 3.611 2.071 0.988
C 4.837 1.675 0.212
C 4.554 2.066 -1.199
O 5.484 3.036 -1.587
C 6.234 3.339 -0.513
O 7.232 3.959 -0.436
O 5.737 2.686 0.555
H 4.009 2.096 2.002
H 2.786 1.363 1.072
H 3.304 3.101 0.807
H 5.031 0.616 0.378
H 3.534 2.275 -1.521
H 4.950 1.195 -1.720
C 0.849 -1.981 -4.686
C 0.434 -0.510 -4.727
C 0.237 0.283 -6.056
O -1.048 0.897 -5.864
C -1.651 0.413 -4.796
O -2.756 0.771 -4.358
O -0.890 -0.424 -4.155
H 1.100 -2.372 -3.700
H 1.731 -2.271 -5.256
H 0.063 -2.628 -5.075
H 1.146 -0.017 -4.066
H 0.260 -0.281 -6.988
H 1.051 1.008 -6.043
C -1.526 -1.003 0.964
C -1.493 0.279 0.070
C -1.125 1.548 0.859
O 0.079 2.068 0.310
C 0.342 1.400 -0.792
O 1.241 1.586 -1.596
O -0.422 0.235 -0.895
H -2.403 -1.002 1.611
H -0.664 -1.287 1.568
H -1.649 -1.834 0.269
H -2.363 0.471 -0.559
H -1.204 1.396 1.936
H -1.765 2.380 0.566
C -4.637 4.169 -4.419
C -4.667 4.487 -2.913
C -4.853 3.242 -1.997
O -3.556 2.800 -1.803
C -2.751 3.753 -1.979
O -1.600 3.753 -1.632
O -3.364 4.794 -2.562
H -5.578 3.753 -4.778
H -3.925 3.446 -4.818
H -4.439 5.134 -4.888
H -5.400 5.219 -2.573
H -5.467 2.446 -2.418
H -5.348 3.551 -1.077
C 6.460 -3.419 4.628
C 5.610 -2.250 4.167
O 4.273 -2.465 4.456
C 3.348 -1.503 4.132
O 3.455 -0.676 3.209
O 2.290 -1.776 4.890
C 1.041 -1.190 4.632
H 6.114 -4.373 4.231
H 6.640 -3.448 5.703
H 7.503 -3.291 4.337
H 5.731 -2.167 3.087
H 5.920 -1.351 4.700
H 0.430 -1.214 5.534
H 0.505 -1.798 3.903
H 1.124 -0.242 4.101
C -2.510 -5.442 -1.342
C -1.114 -4.957 -1.724
O -0.613 -4.190 -0.661
C 0.729 -3.968 -0.599
O 1.619 -4.214 -1.489
O 0.969 -3.623 0.672
C 2.248 -3.425 1.148
H -2.938 -6.185 -2.014
H -3.157 -4.574 -1.213
H -2.426 -5.823 -0.324
H -0.855 -4.467 -2.662
H -0.522 -5.860 -1.874
H 2.755 -2.519 0.816
H 2.908 -4.244 0.861
H 2.184 -3.505 2.233
C -3.442 4.842 1.728
O -2.308 5.387 1.148
C -2.115 6.686 1.042
O -2.897 7.611 1.315
O -0.842 6.900 0.654
C 0.185 6.002 0.332
H -3.410 4.759 2.814
H -3.489 3.844 1.290
H -4.372 5.306 1.400
H -0.045 5.020 0.745
H 1.117 6.466 0.655
H 0.094 5.694 -0.709
O -4.631 -2.895 2.049
C -3.950 -3.832 2.473
O -4.478 -4.789 3.364
C -3.410 -5.720 3.551
C -2.122 -5.119 2.957
O -2.696 -4.153 2.116
H -3.254 -5.781 4.628
H -3.691 -6.642 3.042
H -1.683 -5.937 2.387
H -1.571 -4.637 3.764
*
```

Total energy   -81057.9566 eV
Energy relative to the best compared isomer or geometry (same formula, charge and spin)   0.000 eV
Max |F|   5.44 eV/Å

Atom charges from the Mulliken analysis, given in e for atoms 1 to 5:
1 C -1.3743
2 C 0.6633
3 C -0.2637
4 O -0.3654
5 C 0.6228

=====

Record 8
The following is a DFT calculation (ωB97M-V/def2-TZVPD) of a 4-piece molecular cluster, C14H41BrO10P3S4 overall in a non-equilibrium geometry.

The geometry in ORCA input format:
```
! wB97M-V def2-TZVPD RIJCOSX def2/J DEFGRID3
* xyz -1 1
C -2.774 -1.780 -0.601
C -2.896 -0.238 -0.637
C -2.197 0.317 -1.908
C -2.471 0.472 0.672
C -1.114 0.022 1.272
P 0.372 1.153 0.780
P 1.396 -0.414 -0.460
S 3.379 -0.314 -0.445
P 1.390 0.596 2.724
O 2.871 1.464 2.677
Br 1.855 -1.628 2.841
H -3.581 -2.229 -0.012
H -2.960 -2.128 -1.631
H -1.787 -2.160 -0.329
H -3.969 -0.021 -0.776
H -2.632 1.295 -2.138
H -2.424 -0.353 -2.749
H -1.117 0.360 -1.786
H -2.408 1.555 0.475
H -3.253 0.324 1.427
H -0.876 -1.036 1.111
H -1.203 0.144 2.369
H 1.499 2.035 0.454
H -0.207 2.264 1.565
H -0.345 1.661 -0.373
H 1.028 -0.200 -1.833
H 0.945 -1.743 -0.195
H 2.586 2.367 2.540
O 9.030 3.830 4.677
S 7.668 4.259 4.520
O 6.711 4.097 5.578
O 7.076 3.633 3.169
C 7.161 2.207 2.979
C 6.104 1.455 3.763
C 7.650 5.945 3.994
H 8.166 1.855 3.224
H 7.009 2.036 1.914
H 6.282 1.530 4.838
H 6.107 0.400 3.492
H 5.115 1.865 3.566
H 8.339 6.060 3.162
H 7.968 6.554 4.837
H 6.636 6.208 3.701
O -3.707 -4.690 1.201
S -4.718 -5.696 1.047
O -6.085 -5.352 0.772
O -4.672 -6.678 2.320
C -4.757 -6.086 3.624
C -6.179 -5.693 3.982
C -4.177 -6.873 -0.153
H -4.080 -5.232 3.698
H -4.400 -6.843 4.322
H -6.529 -4.872 3.356
H -6.234 -5.374 5.023
H -6.859 -6.532 3.830
H -3.160 -7.171 0.083
H -4.213 -6.386 -1.126
H -4.850 -7.726 -0.135
O -0.742 1.359 -4.536
S -0.003 2.161 -5.468
O 0.362 3.515 -5.164
O -0.766 2.135 -6.887
C -2.153 2.492 -6.903
C -2.358 3.993 -6.821
C 1.441 1.280 -5.974
H -2.686 1.975 -6.102
H -2.549 2.120 -7.848
H -2.054 4.379 -5.848
H -3.410 4.242 -6.971
H -1.760 4.505 -7.576
H 1.155 0.269 -6.252
H 2.124 1.260 -5.127
H 1.895 1.803 -6.812
*
```

Total energy   -176906.2195 eV
Max |F|   1.98 eV/Å

Atom charges from the Mulliken analysis, given in e for atoms 1 to 5:
1 C -1.5364
2 C 1.0169
3 C -1.0512
4 C -1.0364
5 C -1.2503